(1)
Below is 3 unconnected molecules or ions with the total composition C24H43N4O11PS3, with properties calculated with ωB97M-V with the def2-TZVPD basis set.

Element x y z (Å)
C: 6.1765 -0.1167 0.1660
C: 6.9694 0.1723 -0.8727
C: 7.2537 1.6419 -1.2982
C: 6.0752 2.4939 -0.8424
C: 5.0107 2.5792 -1.6669
C: 3.8481 3.3050 -1.3168
N: 2.8125 3.3135 -2.2092
C: 1.7895 3.9830 -1.7405
P: 0.2839 4.0384 -2.8244
N: -1.0211 3.6661 -2.0788
O: 0.5261 2.9703 -4.0026
O: 0.1780 5.4803 -3.5376
C: 1.7528 4.6714 -0.4802
O: 0.6218 5.3546 -0.1512
C: 0.2123 5.1597 1.2074
C: -0.4380 3.7982 1.4719
N: 0.4994 2.6780 1.4134
C: -0.1239 1.4705 0.8757
C: 0.9321 0.4269 0.3991
C: 0.2447 -0.5329 -0.5849
O: 2.0496 1.0468 -0.2260
N: 2.7653 4.6835 0.3272
C: 3.8417 3.9603 -0.0881
C: 4.9710 3.8973 0.7805
O: 4.8595 4.5494 1.9779
C: 5.6729 5.7206 2.0870
C: 5.2418 6.8147 1.0990
C: 6.0771 3.1748 0.4249
S: 7.5113 2.9825 1.4779
H: 6.1965 0.4818 1.0808
H: 5.4493 -0.9310 0.1503
H: 7.3867 -0.6649 -1.4382
H: 8.1902 1.9764 -0.8349
H: 7.3565 1.6804 -2.3880
H: 5.0730 2.0547 -2.6192
H: -0.8095 3.4894 -1.1045
H: 1.0048 3.3850 -4.7386
H: -0.0020 6.1560 -2.8696
H: 1.0045 5.3288 1.9458
H: -0.5540 5.9206 1.4102
H: -1.3168 3.6664 0.8295
H: -0.8440 3.8548 2.5036
H: 0.9118 2.4785 2.3149
H: -0.7624 0.9592 1.6243
H: -0.7520 1.6913 0.0032
H: 1.2685 -0.1653 1.2632
H: -0.3523 0.0087 -1.3354
H: -0.4562 -1.1790 -0.0343
H: 0.9504 -1.1771 -1.1238
H: 1.8591 1.0507 -1.1726
H: 5.4808 6.1172 3.0935
H: 6.7462 5.5175 2.0462
H: 5.8636 7.7113 1.2055
H: 4.1993 7.0696 1.3291
H: 5.2856 6.4786 0.0555
H: 8.1586 4.1704 1.4184
O: -2.7592 -6.4058 1.1403
S: -1.8760 -5.5170 0.4422
O: -1.5839 -4.2122 0.9498
O: -2.3496 -5.3909 -1.0707
C: -3.7204 -5.0258 -1.3332
C: -3.9467 -3.5375 -1.1566
C: -0.3584 -6.3522 0.1234
H: -4.3981 -5.6023 -0.7059
H: -3.9246 -5.2999 -2.3668
H: -3.8478 -3.2455 -0.1107
H: -4.9473 -3.2649 -1.4919
H: -3.2110 -2.9656 -1.7237
H: -0.5771 -7.3218 -0.3162
H: 0.1557 -6.4757 1.0743
H: 0.2403 -5.7448 -0.5507
O: -6.9262 -5.6602 -0.3682
S: -7.3050 -6.5572 0.6852
O: -7.6490 -7.9193 0.4227
O: -8.4723 -5.8833 1.5386
C: -9.6395 -5.4165 0.8397
C: -10.5797 -6.5513 0.4823
C: -6.0650 -6.5185 1.9329
H: -9.3494 -4.8490 -0.0466
H: -10.1417 -4.7253 1.5153
H: -10.1382 -7.2064 -0.2686
H: -11.5148 -6.1578 0.0820
H: -10.7965 -7.1620 1.3591
H: -5.8428 -5.4826 2.1760
H: -5.1774 -7.0093 1.5370
H: -6.4292 -7.0533 2.8067

Cartesian forces, eV/Å:
C 0.0 -0.1 0.3
C -0.1 0.3 0.0
C 0.4 -0.9 1.2
C 1.2 0.2 0.2
C -0.3 -0.1 -0.5
C 1.3 -1.0 -0.8
N -0.2 0.9 1.6
C -1.2 0.4 -1.5
P -1.3 -1.0 1.2
N 0.5 -0.1 0.2
O 0.5 1.6 -0.2
O 0.9 -0.5 -0.4
C 0.5 -0.1 0.2
O 0.4 -0.5 0.1
C -1.0 0.2 0.9
C 0.2 0.3 1.2
N -0.8 -0.1 -1.1
C 0.7 -0.8 0.2
C -0.7 -0.1 -0.5
C -0.4 -0.2 0.3
O -0.2 -0.2 0.1
N -0.1 -0.1 -0.5
C -0.5 0.4 0.6
C 0.0 0.1 0.4
O 0.5 0.0 -0.3
C -0.3 1.1 0.3
C -0.2 -0.3 0.1
C 0.5 0.1 -0.7
S 0.0 -0.2 0.4
H -0.9 0.6 -0.6
H 1.1 -0.6 0.4
H -0.8 0.4 -0.8
H -0.1 0.2 -0.3
H -0.1 -0.1 0.2
H -0.3 0.2 0.1
H -0.3 0.0 0.0
H 0.1 -0.4 0.0
H -0.2 -0.1 0.0
H 0.2 0.0 -0.5
H 0.2 -0.1 -0.3
H 0.4 -0.2 -0.1
H -0.1 0.3 -0.3
H 0.0 0.2 0.0
H 0.0 0.1 -0.3
H 0.2 0.3 0.3
H 0.3 0.3 -0.2
H 0.3 0.0 0.2
H 0.2 0.1 -0.2
H 0.0 0.1 0.3
H 0.2 0.1 0.1
H 0.0 -0.3 -0.1
H -0.2 -0.2 -0.2
H -0.1 -0.2 0.0
H 0.2 0.0 -0.2
H 0.1 0.1 0.2
H -0.5 -0.2 -0.3
O -0.1 0.3 0.1
S 0.4 -0.2 -0.7
O -0.2 -0.1 0.3
O 0.2 -0.2 0.1
C -0.7 0.5 -0.1
C 0.1 0.1 0.2
C 0.1 -0.1 -0.1
H 0.1 -0.1 0.1
H 0.3 -0.2 0.0
H 0.0 0.0 0.0
H 0.0 -0.1 0.0
H 0.0 0.0 -0.1
H 0.0 0.0 0.0
H -0.1 0.1 0.0
H 0.0 0.0 0.0
O -0.2 -0.2 -0.3
S 0.3 0.2 0.9
O 0.0 0.0 -0.4
O 0.2 0.0 0.0
C -0.7 0.1 -0.3
C 0.2 -0.2 -0.1
C 0.0 0.0 0.1
H 0.2 -0.1 0.0
H 0.2 0.0 0.2
H 0.0 0.0 0.0
H 0.0 0.1 0.0
H 0.0 0.1 0.0
H 0.0 0.0 0.0
H 0.0 0.0 -0.1
H 0.0 0.0 0.0

Charge: 0
Gap between HOMO and LUMO (eV): 7.94
Lowest unoccupied orbital energy (Ha): -0.015
E_HOMO (eV): -8.344
SMILES string: C=CCc1cc2nc(P(=N)(O)O)c(OCCNC[C@@H](C)O)nc2c(OCC)c1S.CCOS(C)(=O)=O.CCOS(C)(=O)=O

(2)
Below is a single C8H8BrNSe molecule, with properties calculated with ωB97M-V with the def2-TZVPD basis set.

Element x y z (Å)
C: 0.9851 1.8952 -0.1419
C: 1.3029 1.8422 -1.4918
C: 0.2718 0.8548 0.4051
C: 0.9761 0.6482 -2.1763
C: 0.1295 -0.3660 -0.2061
C: 0.5402 -0.5144 -1.5336
C: -0.9599 -1.3961 1.6042
C: -2.0443 -0.3249 2.0109
N: -0.1274 -1.4371 0.6269
Se: 0.3102 -2.1401 -2.5843
Br: 2.4125 -2.9396 -1.9003
H: 1.1151 2.7147 0.4719
H: 1.5345 2.7370 -2.0056
H: 0.2315 0.7763 1.4995
H: 1.2964 0.5490 -3.1605
H: -1.0576 -2.3142 2.1779
H: -2.8589 -0.9502 1.8977
H: -2.1428 0.5044 1.4305
H: -1.9148 -0.1391 3.0758

Cartesian forces, eV/Å:
C -1.2 -1.1 -1.5
C -1.6 -1.3 0.3
C 1.7 -0.1 1.8
C 0.9 0.3 1.5
C 0.2 -0.4 0.0
C -1.0 0.7 -0.7
C -0.1 1.1 -1.3
C 3.0 -3.1 1.2
N -1.3 -1.2 1.1
Se 0.7 0.6 1.0
Br -0.3 -0.1 -0.2
H 0.6 1.8 0.9
H 0.8 0.5 -0.6
H -0.5 0.6 -0.5
H 0.2 0.0 -1.8
H 0.2 0.0 0.2
H -2.4 -0.9 0.0
H 0.0 2.3 -1.5
H -0.1 0.3 0.0

Charge: 0
Gap between HOMO and LUMO (eV): 8.04
Lowest unoccupied orbital energy (Ha): -0.021
E_HOMO (eV): -8.610
SMILES string: C/C=N\c1ccccc1[Se]Br

(3)
Below is a single HN3O4 molecule, with properties calculated with ωB97M-V with the def2-TZVPD basis set.

Element x y z (Å)
N: 0.1718 -0.1271 -1.2440
N: 0.5717 -0.7797 -0.2737
N: -0.6558 0.9410 0.8533
O: 0.4452 0.0139 0.9084
O: -0.2953 1.9594 1.2914
O: 1.0342 -1.8860 -0.0705
O: -1.7044 0.4740 0.6109
H: 0.4328 -0.5955 -2.0757

Cartesian forces, eV/Å:
N 0.4 0.6 0.2
N -0.3 -0.3 0.5
N 0.2 -1.0 1.1
O 0.9 -1.3 0.3
O 0.0 2.0 0.1
O -0.2 1.2 -0.4
O -1.0 0.0 -0.6
H 0.0 -1.0 -1.1

Charge: 0
Gap between HOMO and LUMO (eV): 11.16
ΔE to the lowest compared entry with this formula, charge and spin (kJ/mol): 248.7
Lowest unoccupied orbital energy (Ha): -0.013
E_HOMO (eV): -11.522
SMILES string: [H]/N=[N+](\[O-])O[N+](=O)[O-]

(4)
Below is 2 unconnected molecules or ions with the total composition C5H14, with properties calculated with ωB97M-V with the def2-TZVPD basis set.

Element x y z (Å)
C: -0.5227 0.2749 2.1858
C: 0.3829 -0.6631 2.9870
H: 0.0548 0.9917 1.6785
H: -1.1137 -0.1563 1.3202
H: -1.3766 0.7394 2.8173
H: -0.2786 -1.3644 3.6638
H: 1.0374 -0.2481 3.7581
H: 0.9544 -1.2354 2.1699
C: 0.2246 -0.3555 -1.4845
C: 1.0709 0.9521 -1.6018
C: -1.0283 -0.3013 -2.4260
H: 0.8536 -1.3647 -1.5940
H: -0.1342 -0.3745 -0.4019
H: 0.3455 1.8045 -1.8296
H: 1.6582 0.9478 -2.5468
H: -1.6870 0.4101 -1.9669
H: -0.5860 0.0072 -3.3788
H: 1.7068 1.2363 -0.8349
H: -1.5618 -1.3009 -2.5154

Cartesian forces, eV/Å:
C -2.8 -0.1 0.9
C -1.4 -2.4 -0.2
H 0.7 1.5 -0.3
H 0.8 -0.4 1.2
H 1.7 -0.3 -0.8
H 1.2 0.8 -1.7
H 0.1 0.6 -0.7
H -0.5 0.4 1.8
C 0.5 -1.3 1.8
C -2.3 0.0 -3.6
C 1.6 -1.6 0.6
H -1.2 2.3 0.0
H 0.4 -0.3 -1.4
H 0.8 -0.9 0.7
H -0.1 -0.2 0.5
H -0.5 0.5 -0.3
H -0.9 0.1 -0.2
H 1.0 0.2 1.7
H 0.8 1.2 0.0

Charge: 0
Gap between HOMO and LUMO (eV): 12.08
ΔE to the lowest compared entry with this formula, charge and spin (kJ/mol): 114.4
Lowest unoccupied orbital energy (Ha): 0.040
E_HOMO (eV): -10.993
SMILES string: CCC.CC

(5)
Below is a gas-phase ion, C23H32N3O3S (charge +1), with properties calculated with ωB97M-V with the def2-TZVPD basis set.

Element x y z (Å)
C: 5.6546 4.4445 4.5181
H: 6.4496 4.5936 5.2458
H: 5.3779 5.4068 4.0813
H: 4.7894 3.9966 5.0129
O: 6.1974 3.5735 3.5408
C: 5.4725 3.2087 2.4906
C: 4.1441 3.5958 2.2535
C: 3.4884 3.1586 1.1209
C: 4.1510 2.3344 0.2266
C: 5.4687 1.9419 0.4318
C: 6.1217 2.3727 1.5600
H: 7.1456 2.0980 1.7541
H: 5.9634 1.3307 -0.3055
S: 3.3371 1.8185 -1.2429
O: 4.2294 1.4925 -2.2951
O: 2.1076 2.4843 -1.4783
N: 2.7078 0.0741 -0.7553
H: 3.5051 -0.5071 -0.4850
C: 2.0953 -0.4912 -1.9707
C: 1.6054 -1.9103 -1.7160
H: 1.1012 -2.2733 -2.6110
H: 2.4682 -2.5577 -1.5433
C: 0.6440 -2.0361 -0.5071
N: -0.7639 -1.8060 -0.7514
C: -1.1613 -0.5911 -1.4392
C: -2.6777 -0.4204 -1.3325
N: -3.3228 -1.5481 -1.9661
C: -2.9499 -2.7587 -1.2662
C: -1.4380 -2.9406 -1.3643
H: -1.1541 -3.8525 -0.8356
H: -1.1681 -3.0474 -2.4275
H: -3.4424 -3.6091 -1.7408
H: -3.2376 -2.7286 -0.2018
C: -4.7603 -1.3861 -2.1556
C: -5.5528 -1.2568 -0.8775
C: -6.0417 -2.3856 -0.2305
C: -6.7251 -2.2726 0.9673
C: -6.9289 -1.0269 1.5359
C: -6.4522 0.1047 0.8966
C: -5.7687 -0.0108 -0.3011
H: -5.4109 0.8782 -0.8016
H: -6.6180 1.0806 1.3289
H: -7.4649 -0.9376 2.4687
H: -7.1039 -3.1585 1.4553
H: -5.8975 -3.3601 -0.6751
H: -5.1051 -2.2550 -2.7222
H: -4.9012 -0.4954 -2.7741
H: -2.9697 0.4940 -1.8530
H: -2.9519 -0.3275 -0.2673
H: -0.6910 0.2744 -0.9733
H: -0.8994 -0.6226 -2.5099
C: 1.1718 -1.2160 0.6895
C: 1.7378 0.1588 0.3411
H: 2.2348 0.5880 1.2157
H: 0.9565 0.8477 0.0169
H: 0.3549 -1.0904 1.3989
H: 1.9560 -1.7952 1.1817
H: 0.6897 -3.0834 -0.1868
H: 1.2810 0.1751 -2.2566
H: 2.8465 -0.4760 -2.7640
H: 2.4760 3.4633 0.9100
H: 3.6284 4.2448 2.9417

Cartesian forces, eV/Å:
C -0.2 0.3 0.3
H -0.1 0.0 -0.1
H 0.0 -0.1 0.0
H 0.0 0.0 0.0
O 0.2 -0.2 -0.3
C -0.2 -0.2 -0.4
C 0.1 0.1 0.2
C -0.1 0.1 0.0
C -0.5 -0.2 -0.9
C 0.2 0.0 0.1
C -0.1 0.1 0.1
H 0.1 0.0 0.0
H 0.2 -0.1 0.0
S 0.2 -0.5 0.7
O 0.4 0.0 0.1
O -0.2 0.2 0.3
N 0.5 0.8 -0.2
H 0.1 0.2 0.0
C -0.3 -0.5 -0.8
C -0.3 0.1 0.3
H 0.1 0.0 -0.1
H 0.1 0.0 -0.1
C 0.2 -0.1 0.2
N -0.1 0.0 0.0
C -0.3 0.1 0.1
C 0.3 0.1 -0.1
N 0.1 0.0 0.0
C 0.3 -0.1 -0.1
C -0.2 -0.1 0.1
H 0.0 0.0 0.0
H 0.0 -0.1 0.0
H 0.0 0.0 0.0
H 0.0 -0.1 -0.1
C 0.0 0.0 0.0
C 0.0 0.0 -0.1
C 0.0 0.1 0.0
C 0.0 -0.1 0.1
C 0.0 0.0 0.1
C 0.0 0.1 0.1
C 0.0 -0.1 0.0
H 0.0 0.1 -0.1
H 0.0 0.1 0.0
H 0.0 0.0 0.1
H 0.0 -0.1 0.0
H 0.0 -0.1 -0.1
H 0.0 0.1 0.0
H -0.1 -0.1 0.0
H 0.0 0.0 0.0
H 0.0 0.1 -0.1
H 0.0 0.0 0.0
H 0.0 0.1 0.0
C 0.0 -0.1 -0.3
C -0.6 0.0 0.8
H 0.0 0.0 -0.1
H 0.1 0.0 0.0
H 0.1 0.0 0.1
H 0.1 0.0 0.1
H 0.1 0.2 0.0
H 0.1 0.0 0.1
H -0.1 0.0 0.1
H -0.1 0.1 0.1
H 0.0 0.1 0.1

Charge: +1
Gap between HOMO and LUMO (eV): 7.43
ΔE to the lowest compared entry with this formula, charge and spin (kJ/mol): 117.8
Lowest unoccupied orbital energy (Ha): -0.117
E_HOMO (eV): -10.616
SMILES string: COc1ccc(S(=O)(=O)[N@H+]2CC[C@@H](N3CCN(Cc4ccccc4)CC3)CC2)cc1

(6)
Below is a gas-phase ion, C16H9F3N3O6S (charge -1), with properties calculated with ωB97M-V with the def2-TZVPD basis set.

Element x y z (Å)
C: 2.5341 -0.0841 0.5988
N: 3.0804 -1.4093 0.9587
O: 4.0733 -1.8040 0.2991
O: 2.7074 -1.9084 2.0623
C: 1.0672 -0.0638 0.5197
C: 0.3132 -1.0375 1.2269
C: -1.0230 -1.3033 0.9230
C: -1.7406 -0.4145 0.0992
N: -3.1606 -0.4866 0.0476
O: -3.7599 0.3926 -0.6194
O: -3.7297 -1.4103 0.6837
C: -1.0702 0.6344 -0.5525
C: 0.3056 0.7832 -0.3613
H: 3.0122 0.4694 -0.2259
H: 0.8560 -1.6332 1.9549
H: -1.5498 -2.1512 1.3443
H: -1.6672 1.3119 -1.1641
H: 0.8077 1.5690 -0.9217
F: 5.7015 1.0656 3.7453
C: 5.2347 1.8626 2.7558
F: 4.4833 2.8537 3.2827
F: 6.2857 2.3963 2.0990
S: 4.1693 0.8052 1.6701
N: 4.1000 2.3479 0.6174
C: 4.6994 2.3950 -0.6716
O: 5.5403 1.6384 -1.1145
C: 4.0215 3.5505 -1.3335
C: 2.9496 3.9264 -0.5485
C: 1.8911 4.6887 -1.0322
C: 1.9264 5.0507 -2.3944
C: 3.0522 4.7359 -3.1801
C: 4.1065 3.9679 -2.6685
C: 2.9004 3.0559 0.6517
O: 1.9864 2.9491 1.4559
H: 1.0525 4.9276 -0.3760
H: 1.1018 5.5845 -2.8570
H: 3.1064 5.0945 -4.2133
H: 4.9808 3.6820 -3.2488

Cartesian forces, eV/Å:
C -1.7 -1.7 -1.7
N 0.7 1.3 -0.3
O -1.6 0.0 1.2
O 1.2 0.4 -2.0
C -0.6 -0.1 0.1
C -0.8 -0.4 -0.4
C 0.3 0.9 0.1
C 1.2 0.0 0.3
N -1.5 -0.3 -0.2
O 0.5 -1.7 1.2
O 0.6 1.8 -1.3
C 0.5 -0.1 0.6
C 0.0 -0.3 0.1
H -0.2 -1.5 -0.2
H -0.6 0.0 -0.3
H 0.1 0.2 0.2
H 0.4 -0.2 0.1
H 0.0 -0.1 0.1
F 0.0 0.7 0.0
C -0.3 -1.1 -1.1
F 0.9 0.0 0.3
F 0.3 0.5 0.8
S 1.5 3.2 1.6
N -0.8 -3.0 0.9
C 1.0 -0.3 0.4
O -1.1 1.0 0.5
C -0.5 -0.1 -1.2
C -1.0 0.1 -0.5
C 0.1 0.1 -0.7
C 0.6 0.0 0.6
C 0.2 0.0 0.1
C 0.0 0.2 0.6
C -0.8 0.4 1.2
O 1.4 0.2 -1.1
H 0.2 -0.2 -0.3
H 0.1 0.0 0.2
H -0.1 -0.2 0.4
H -0.3 0.0 -0.1

Charge: -1
Gap between HOMO and LUMO (eV): 5.91
ΔE to the lowest compared entry with this formula, charge and spin (kJ/mol): 113.4
Lowest unoccupied orbital energy (Ha): 0.062
E_HOMO (eV): -4.212

| no. | F_max (eV/A) |
| --- | --- |
| 1 | 2.01 |
| 2 | 4.48 |
| 3 | 2.00 |
| 4 | 4.27 |
| 5 | 1.04 |
| 6 | 3.91 |